Record 1
{
  "formula": "C26H49FeN3O2Si",
  "method": "wB97M-V/def2-TZVPD",
  "multiplicity": 6,
  "total_charge": 1,
  "orbital_gap_ev": [6.0208, 8.2524],
  "elements": ["Fe", "C", "C", "N", "C", "C", "N", "C", "C", "N", "H", "H", "H", "H", "H", "H", "H", "H", "H", "H", "H", "H", "H", "H", "H", "C", "C", "O", "C", "C", "C", "C", "C", "C", "O", "H", "H", "H", "H", "H", "H", "H", "C", "C", "C", "C", "Si", "C", "C", "C", "C", "C", "C", "C", "C", "H", "H", "H", "H", "H", "H", "H", "H", "H", "H", "H", "H", "H", "H", "H", "H", "H", "H", "H", "H", "H", "H", "H", "H", "H", "H", "H"],
  "coordinates": [[-2.406755, -0.938644, -1.884867], [0.371153, -0.330028, -3.238236], [-0.372593, -1.052143, -4.376040], [-1.645702, -1.739186, -3.991048], [-1.502557, -3.187959, -3.845770], [-2.289203, -3.702056, -2.658431], [-2.065673, -2.903485, -1.410439], [-0.680085, -3.080860, -0.819083], [0.393492, -2.014861, -1.276837], [-0.143684, -0.724458, -1.884827], [0.269439, 0.770355, -3.263681], [1.443129, -0.566269, -3.373300], [0.282228, -1.816686, -4.829516], [-0.580465, -0.256586, -5.131940], [-2.366896, -1.499911, -4.665637], [-0.424912, -3.444139, -3.737922], [-1.964222, -3.727484, -4.751922], [-2.009131, -4.752434, -2.547959], [-3.359189, -3.653394, -2.882902], [-2.778960, -3.234777, -0.745381], [-0.266616, -4.049502, -1.124216], [-0.783971, -3.085912, 0.292573], [1.075341, -2.546187, -2.013161], [1.022596, -1.763495, -0.405822], [0.053886, 0.028066, -1.193921], [-3.479833, 0.169284, 2.086114], [-3.339410, -0.018989, 0.633177], [-2.185910, -0.299553, 0.158638], [-4.517888, 0.106404, -0.219586], [-5.744412, -0.259978, 0.370597], [-6.812407, -0.517520, -0.431152], [-6.833207, -0.197574, -1.794701], [-5.699414, 0.273320, -2.375081], [-4.472110, 0.304007, -1.670452], [-3.416890, 0.618770, -2.365361], [-2.486136, 0.185139, 2.579387], [-4.146979, -0.598881, 2.569851], [-3.945676, 1.149205, 2.287207], [-5.697686, -0.444979, 1.428657], [-7.676343, -0.991108, 0.064637], [-7.695309, -0.373964, -2.424219], [-5.670999, 0.582256, -3.396949], [3.517130, 2.893537, -0.748237], [3.812534, 1.676825, 0.205268], [4.295060, 0.562322, -0.768070], [4.925160, 2.106724, 1.204632], [2.330133, 1.147831, 1.317476], [1.177661, 2.533963, 2.232559], [0.246230, 2.066267, 3.371711], [0.268233, 2.960908, 1.079455], [2.037094, 3.733345, 2.758065], [2.673534, -0.364858, 2.510107], [1.301235, -1.021603, 2.792920], [3.634136, -1.427479, 1.913290], [3.296223, 0.134063, 3.819343], [4.440256, 3.204200, -1.273764], [3.088957, 3.770995, -0.264940], [2.854588, 2.581783, -1.568128], [4.877151, 1.063759, -1.565912], [3.447249, 0.005065, -1.219725], [4.999413, -0.169469, -0.294023], [5.775881, 2.499270, 0.607736], [5.321557, 1.279016, 1.822645], [4.631855, 2.927692, 1.883499], [-0.443150, 1.302048, 3.029114], [-0.347423, 2.957632, 3.685188], [0.738627, 1.710114, 4.297021], [-0.149182, 2.121969, 0.516278], [0.756486, 3.637850, 0.337981], [-0.601682, 3.538127, 1.470068], [2.711525, 3.509952, 3.605106], [1.310707, 4.551293, 3.025252], [2.677053, 4.206402, 1.973093], [0.615819, -1.133595, 1.947423], [0.737159, -0.574750, 3.645709], [1.493773, -2.023432, 3.146500], [3.297684, -1.823186, 0.909318], [3.764397, -2.295643, 2.575067], [4.637079, -1.046958, 1.736881], [2.661110, 0.922544, 4.303535], [4.299225, 0.584745, 3.742740], [3.439480, -0.723072, 4.497335]],
  "atomic_forces_ev_per_a": [[1.6, 1.1, -0.6], [0.1, -0.3, 1.2], [-0.5, 0.3, -0.7], [0.4, 0.9, 0.1], [-0.6, -0.6, -1.0], [0.0, 0.0, 0.2], [0.3, -1.4, 0.0], [-0.2, 0.5, 0.3], [0.2, -0.1, -0.9], [0.4, -0.5, 0.7], [-0.1, -0.6, -0.3], [-0.3, 0.2, 0.4], [-0.2, 0.5, 0.0], [0.0, -0.9, 0.3], [0.2, -0.2, 0.1], [-0.7, 0.1, -0.2], [1.1, 0.6, 1.1], [-0.1, -0.1, 0.4], [0.1, 0.0, 0.1], [0.7, 0.2, -0.1], [-0.3, 0.0, 0.2], [0.1, 0.2, -0.9], [-0.8, 0.9, 0.6], [-0.3, -0.1, -0.3], [-0.1, -0.6, -0.7], [0.0, 0.2, 1.7], [1.6, -0.2, -1.5], [-2.1, 0.3, 0.6], [0.5, -0.4, -1.0], [1.0, 0.0, -0.8], [-1.9, -0.6, 1.1], [0.1, -0.4, 0.3], [0.5, -0.1, 0.4], [-1.2, 0.8, 1.0], [1.0, -0.4, 0.2], [-0.6, -0.3, -0.4], [0.9, 0.7, -0.5], [0.0, -0.4, -0.1], [-0.7, -0.2, 0.1], [0.2, 0.5, -0.5], [-0.2, 0.1, 0.3], [0.0, 0.0, -0.5], [0.0, -0.5, 0.0], [0.2, 0.9, 0.0], [0.6, -0.3, 0.5], [0.7, 0.1, -0.5], [-0.9, -0.5, 0.4], [1.5, -0.4, -0.2], [0.3, 0.5, 0.4], [-0.5, 1.4, -0.4], [-0.5, 0.8, -0.7], [0.3, 0.4, -0.7], [-0.2, 0.0, 1.1], [-0.5, -0.2, -1.1], [-0.2, 0.6, 0.8], [-0.2, -0.1, 0.5], [0.0, 0.0, 0.1], [-0.1, 0.1, 0.3], [-0.3, -0.4, 0.2], [0.5, 0.3, 0.2], [-0.8, 0.5, -0.3], [-0.2, -0.2, 0.3], [-0.3, 0.3, -0.3], [-0.1, -0.4, -0.3], [-0.1, -0.1, 0.0], [0.2, -0.5, -0.3], [0.0, 0.1, -0.6], [0.0, -0.1, 0.1], [-0.1, -0.6, 0.5], [0.4, -0.2, -0.1], [-0.6, -0.1, -0.3], [0.7, -0.6, 0.2], [-0.5, -0.6, 0.4], [0.2, 0.3, -0.1], [0.5, 0.1, -0.8], [0.1, -0.6, 0.1], [0.1, 0.4, 1.0], [-0.3, 0.2, 0.0], [0.1, 0.3, 0.1], [0.5, -0.9, -0.2], [-0.3, -0.2, -0.4], [-0.3, 0.3, 0.1]]
}

Record 2
{
  "formula": "C6H11N2",
  "method": "wB97M-V/def2-TZVPD",
  "multiplicity": 1,
  "total_charge": 1,
  "orbital_gap_ev": 9.6066,
  "elements": ["C", "C", "C", "C", "C", "C", "N", "N", "H", "H", "H", "H", "H", "H", "H", "H", "H", "H", "H"],
  "coordinates": [[0.298777, -1.894022, 0.135391], [-4.129149, 1.544415, 0.402961], [-1.746484, 1.044299, 0.656401], [1.156129, -1.076271, -0.058053], [3.492705, -0.782347, -0.372116], [2.122419, -0.152270, -0.535006], [-2.891072, 1.576952, 0.543578], [-1.193190, 0.329681, -0.253576], [-0.254017, -2.684209, 0.491727], [-0.057192, 0.111820, 0.076939], [-4.510751, 2.520256, 0.115864], [-4.622390, 0.728075, 0.875282], [-1.119137, 1.234838, 1.559435], [3.825184, -0.699184, 0.645735], [3.300863, -1.853499, -0.497245], [4.261807, -0.465137, -1.170008], [1.876643, 0.768899, 0.092478], [1.730531, -0.122526, -1.658256], [-1.541674, -0.129770, -1.051530]],
  "atomic_forces_ev_per_a": [[1.6, 0.3, 0.2], [0.9, 1.4, 1.2], [0.7, -0.1, 1.1], [-0.8, -1.9, 0.4], [0.9, -0.3, -1.7], [-1.3, 1.3, -1.5], [-0.7, 0.7, -0.4], [5.5, 0.1, 2.0], [-1.2, -1.1, 0.4], [-4.4, -0.1, -1.7], [-1.0, -0.5, -0.3], [-1.2, -0.6, -0.3], [-0.8, 0.2, -0.7], [0.5, 0.4, 0.3], [0.5, 0.1, -0.3], [-1.2, -0.2, 1.6], [1.1, -0.4, -1.5], [1.4, 0.9, 2.0], [-0.7, -0.2, -1.0]]
}

Record 3
{
  "formula": "C4H26NO11S",
  "method": "wB97M-V/def2-TZVPD",
  "multiplicity": 1,
  "total_charge": -1,
  "orbital_gap_ev": 8.7248,
  "elements": ["C", "N", "C", "C", "S", "C", "O", "O", "H", "H", "H", "H", "H", "H", "H", "H", "H", "H", "O", "H", "H", "O", "H", "H", "O", "H", "H", "O", "H", "H", "O", "H", "H", "O", "H", "H", "O", "H", "H", "O", "H", "H", "O"],
  "coordinates": [[-1.480326, 1.603704, -1.420333], [-1.035261, 1.097573, -0.126382], [-0.053547, -0.046584, -0.034322], [-0.820466, -1.061040, 0.755232], [-0.438919, -2.864873, 0.535845], [1.285092, 0.389648, 0.603345], [1.313805, 1.187672, 1.542268], [2.405438, -0.126264, 0.185786], [-2.080299, 2.506797, -1.307150], [-2.131857, 1.048564, -2.059852], [-0.594511, 1.862003, -2.062790], [-0.564852, 1.852417, 0.372388], [0.199369, -0.406500, -1.042795], [-0.728357, -0.897579, 1.792221], [-1.846631, -1.014804, 0.378548], [4.033116, 0.659829, -1.589199], [3.088545, -1.524571, -2.251335], [2.775444, -1.444272, -0.801956], [3.010162, -2.101067, -1.493512], [0.414194, -0.509133, 4.322328], [-0.059432, -1.891705, 4.143908], [-0.422985, -1.012351, 4.258669], [2.710870, 1.032562, -0.804473], [0.840804, -2.893120, 1.001278], [3.390528, 1.363164, -1.538660], [1.821906, 0.872779, 3.660816], [1.955310, -0.303648, 2.724526], [2.014730, -0.068262, 3.657582], [-3.698551, -1.510429, -2.229734], [-3.197626, -2.712519, -1.411599], [-2.989166, -2.167181, -2.195284], [-2.857459, 0.659087, 1.468943], [-2.634061, 0.742889, 2.976453], [-3.287834, 0.884668, 2.291763], [-0.335470, -0.611470, -4.098661], [-0.073220, 0.820891, -3.789566], [-0.675547, 0.111343, -3.570873], [1.506059, 2.499632, -3.555310], [2.316274, 1.246608, -2.942276], [1.942063, 1.673475, -3.733318], [-3.742480, 3.229167, -0.290827], [-3.199267, 2.815442, 1.004226], [-3.395431, 3.635576, 0.517752]],
  "atomic_forces_ev_per_a": [[1.5, 1.3, -0.6], [0.4, 0.2, 0.7], [-0.2, 1.0, -1.7], [0.1, -1.9, -0.9], [0.6, 0.4, 0.0], [1.5, -0.6, 0.5], [-1.4, 0.8, -0.2], [-2.1, -0.2, 0.3], [0.5, 0.3, 0.6], [-0.1, -1.5, 0.2], [-0.8, 0.0, 0.4], [-0.4, 0.0, 0.0], [-0.3, -0.1, 0.2], [-0.4, 0.5, 1.3], [0.1, 0.0, 0.4], [0.2, -0.3, 0.3], [0.0, 0.0, -0.5], [-0.2, -0.1, 0.2], [0.2, -0.1, 0.1], [-0.2, 0.0, -0.3], [-0.2, -0.4, -0.1], [0.0, 0.1, 0.3], [2.3, 0.2, -1.4], [-0.5, 0.1, -0.2], [-1.6, 0.3, 0.7], [0.1, 0.1, -0.4], [0.2, 0.3, 0.0], [0.4, -0.4, 1.0], [0.2, -0.1, 0.0], [0.2, 0.4, -0.6], [-0.4, -0.3, 0.6], [0.7, -0.2, -0.4], [0.3, -0.1, 0.1], [-0.8, 0.4, 0.2], [0.0, -0.4, -0.1], [0.6, 0.4, 0.0], [-0.3, -0.5, -0.4], [0.2, 0.3, 0.7], [0.2, 0.9, 0.5], [-0.6, -0.9, -1.6], [0.0, 0.5, 0.0], [0.1, 0.4, 0.5], [-0.2, -0.9, -0.3]]
}

| no. | calculated total energy (eV) |
| --- | --- |
| 1 | -78580.5714 |
| 2 | -9369.0567 |
| 3 | -39420.1060 |